The molecule C6H19NO4Si2 at a distorted geometry, computed with ωB97M-V/def2-TZVPD.

Structure (XYZ):
```
32
C6H19NO4Si2 (ωB97M-V/def2-TZVPD)
C -0.46 1.49 -3.67
O 0.05 2.46 -2.76
C 0.63 2.20 -1.46
O 1.50 1.15 -1.52
C 2.71 1.22 -2.23
Si -0.55 1.54 0.04
N -0.04 -0.14 0.14
Si -0.52 -1.36 1.37
C -0.73 -2.92 0.34
O 0.56 -1.56 2.63
C 1.98 -1.58 2.52
O -1.90 -0.82 1.86
C -2.67 -1.12 2.98
H -1.58 1.29 -3.48
H 0.11 0.55 -3.58
H -0.57 1.92 -4.69
H 1.22 3.05 -1.24
H 3.01 0.15 -2.39
H 3.33 1.70 -1.60
H 2.51 1.68 -3.23
H -1.95 1.52 -0.28
H -0.23 2.42 1.08
H 0.86 -0.33 -0.19
H -0.76 -2.58 -0.65
H 0.06 -3.55 0.40
H -1.72 -3.27 0.70
H 2.26 -1.40 3.49
H 2.18 -0.87 1.78
H 2.24 -2.66 2.36
H -3.22 -0.18 3.39
H -2.04 -1.46 3.80
H -3.34 -1.89 2.56
```

Output
**HOMO**: -8.8687 eV
**Frontier orbital gap**: 9.623 eV
**Charge**: 0
**SMILES string**: COC(OC)[SiH2]N[Si](C)(OC)OC
**2S+1**: 1
**ΔE to the lowest compared entry with this formula, charge and spin**: 99.1 kcal per mole

Charges in e, computed with natural (NBO), in the same order as the atoms: -0.262, -0.591, 0.082, -0.593, -0.244, 1.287, -1.504, 2.244, -1.153, -0.917, -0.233, -0.920, -0.237, 0.163, 0.182, 0.196, 0.159, 0.187, 0.173, 0.188, -0.191, -0.223, 0.410, 0.245, 0.229, 0.235, 0.188, 0.180, 0.172, 0.184, 0.182, 0.183